Record 1
Entry from the Open Molecules 2025 dataset: a structure of composition C53H48Cl3GeN5O6PTi in a non-equilibrium geometry (ωB97M-V/def2-TZVPD).

Calculated values
largest force on an atom = 1.14 eV/Å
multiplicity = 2
ΔE to the lowest compared entry with this formula, charge and spin = 40.5 kcal per mole
LUMO (alpha / beta) = -0.213 / -0.276 hartree
orbital gap (alpha / beta) = 6.5 / 4.8 eV
net charge = +2

Positions of all 118 atoms, in Å:
1 P 1.71313 -1.98482 0.77705
2 C -0.01085 -1.69424 -3.38638
3 C 1.66178 -3.26607 -0.43819
4 C 1.05991 -3.31158 3.09578
5 H 1.36382 -4.41522 -4.85399
6 H -2.56300 -4.56607 -1.40242
7 C -3.76252 0.92090 -0.09287
8 C -2.06726 -3.59427 -1.36792
9 H -2.07215 -2.66779 -3.33610
10 H 0.05147 -3.29990 2.70642
11 C 2.50040 -5.41986 -1.13416
12 C -3.71341 3.01649 1.22729
13 H -6.29243 2.71452 1.38112
14 C -5.96701 0.04207 -0.61237
15 H 2.59112 -4.68312 0.87892
16 C 2.09172 -2.70288 2.37939
17 C 1.33171 2.56147 1.91533
18 H -0.59711 -0.22574 6.36141
19 C 4.69500 0.05350 -1.07685
20 H 0.74052 3.95688 -0.99497
21 O 4.13592 3.56348 0.29043
22 C 1.15080 -2.97370 -1.74008
23 H -1.93537 0.90037 6.17666
24 O 0.54944 0.96610 -4.21091
25 C 2.14084 -5.12296 -2.42299
26 N -2.82495 -1.32303 -1.88519
27 C -8.12574 1.01760 0.26704
28 C 3.94793 3.32658 -4.37400
29 H 2.17864 3.83546 0.70832
30 C 2.82492 2.51542 -4.33063
31 H 2.34567 -5.82775 -3.21970
32 C -6.62593 1.00161 0.16607
33 C -1.63029 4.29898 1.52113
34 H 2.96713 0.04285 2.38106
35 Cl -0.89768 3.44183 -3.34011
36 C 3.00168 -0.80502 0.39573
37 C -0.70697 4.72077 0.38640
38 H -0.26137 2.69754 -0.34451
39 C -2.68262 -2.68075 -2.44108
40 C 0.36973 1.59321 2.41408
41 H -2.28869 5.11970 1.80365
42 Cl -2.58123 0.65365 -4.96333
43 O -0.07443 0.60734 0.31921
44 C 2.62383 -3.99594 4.78207
45 N 1.30092 3.33412 0.88723
46 C -4.04273 -1.06339 -1.57965
47 H -3.66733 -3.05252 -2.72867
48 H 6.01836 1.51471 -0.22862
49 H 0.79733 2.25480 4.41195
50 H 0.52256 -4.42964 4.84228
51 O -2.47685 0.87726 -0.20356
52 C 1.47111 -3.92316 -2.75378
53 C -0.88827 0.73059 5.92500
54 H -4.25762 3.80400 1.74186
55 H -8.50643 0.05732 0.61593
56 H -8.57875 1.21877 -0.70440
57 H 0.05612 -2.38211 -5.43263
58 H 4.67258 -3.45143 4.44151
59 H -8.46462 1.78584 0.95938
60 C 4.51691 0.89871 1.17377
61 H -2.06671 -0.87057 4.07871
62 C 3.65828 -3.40189 4.06928
63 C 2.33604 2.03898 -3.11519
64 H 2.30074 2.24167 -5.23564
65 Ti -0.83273 -0.21647 -1.22682
66 H -0.63208 -0.85822 -3.70523
67 C 4.59100 3.68269 -3.19946
68 N -2.43162 3.16258 1.09696
69 C 1.32500 -3.95468 4.29394
70 H -1.99522 2.39080 0.57529
71 Ge -2.01157 1.53720 -3.05364
72 O 0.64160 0.78489 -1.98604
73 H -1.01976 -3.77599 -1.57705
74 C 0.24117 3.62237 -0.08889
75 C -5.83073 1.92751 0.79363
76 H 3.26392 -1.42945 -1.65384
77 C -2.21519 -3.07901 0.05542
78 C -1.80448 -1.36671 1.54934
79 H 5.46611 4.31632 -3.19902
80 C 3.39939 -2.75439 2.87334
81 H -6.56543 -0.68752 -1.15009
82 H 4.21349 -2.30602 2.31869
83 C -1.37809 -0.16826 3.61826
84 C -0.31090 0.65565 1.60525
85 C 1.08068 -3.69479 -4.09704
86 H 2.22247 2.69736 2.52529
87 C 3.43775 0.06298 1.40431
88 C 0.21379 1.56501 3.81043
89 Cl -3.92074 2.57138 -2.61494
90 C 2.96533 2.39111 -1.93238
91 H -1.06151 4.01150 2.40988
92 C 2.25963 -4.47963 -0.13107
93 H 5.18848 0.04855 -2.03986
94 C 1.09667 1.19182 -3.15451
95 H -0.14559 5.60389 0.69677
96 H -3.27303 -3.00014 0.32371
97 H 2.83440 -4.50104 5.71516
98 N 4.76524 3.60603 -0.76707
99 N -1.57288 -1.76305 0.36038
100 H -0.29733 1.51044 6.40135
101 C -4.42335 1.91917 0.68683
102 C 3.60764 -0.77731 -0.86180
103 H -4.80364 -1.76248 -1.93300
104 O 5.92943 3.90166 -0.83165
105 H -1.30067 5.00013 -0.48650
106 C -4.59079 -0.01455 -0.75237
107 C -0.68563 0.72450 4.43551
108 H 2.98787 -6.35376 -0.89273
109 C 0.33081 -1.84615 -2.06198
110 C 5.15738 0.87975 -0.06059
111 C -1.18822 -0.24171 2.24413
112 C 0.36356 -2.58330 -4.41504
113 H -2.47597 -1.96185 2.17798
114 H 2.62343 1.98410 -0.99160
115 H 4.32009 3.69121 -5.32102
116 C 4.07621 3.21468 -2.00290
117 H 4.87688 1.54940 1.95994
118 H -1.76995 -3.81790 0.72575



Record 2
Entry from the Open Molecules 2025 dataset: a cluster of 7 separate species, C42H96N6O7 in total in a non-equilibrium geometry (ωB97M-V/def2-TZVPD).

Calculated values
largest force on an atom = 4.41 eV/Å
multiplicity = 2
LUMO (alpha / beta) = -0.088 / -0.244 hartree
orbital gap (alpha / beta) = 7.4 / 3.2 eV
net charge = +1

Positions of all 151 atoms, in Å:
1 C 0.23281 -6.96946 -3.17590
2 C -4.86994 -0.01056 -4.10900
3 H 1.65158 -2.65246 1.83753
4 H -2.31257 -4.85300 -2.49544
5 H 7.60146 -0.53173 0.09175
6 C 0.26454 -1.55924 6.06773
7 H 3.37999 -0.67517 2.64554
8 N -0.72168 6.22156 -3.57258
9 C -0.22939 -3.35817 -1.15853
10 H -5.30443 -0.91076 -3.67431
11 H -5.33490 0.83779 -3.60680
12 H 0.88738 1.00114 -2.79901
13 H 3.09336 -7.13069 -1.34972
14 O -1.55511 1.37661 0.22790
15 H -2.03682 -1.97264 -2.94567
16 H 0.86603 2.21061 -0.67672
17 C -1.78522 4.98877 -1.61872
18 H -4.88693 5.39703 6.61565
19 H 5.52140 3.50258 -1.07036
20 H -1.65512 3.61359 5.69519
21 C -2.00353 4.21551 -4.08221
22 C 3.00711 -0.44727 3.64410
23 H -0.33250 -4.13825 2.65382
24 H 6.01594 1.41077 -0.10557
25 O -0.50015 7.47671 -2.95871
26 H 1.29065 3.55767 -4.69174
27 C -1.22598 -6.44698 -3.17033
28 N -2.41452 4.93381 7.90681
29 C 1.51052 0.77100 -1.93481
30 H -2.72504 4.67880 4.99833
31 H -1.13584 0.80921 -1.76803
32 H 2.60623 0.56132 3.74488
33 H 4.77112 -1.76788 -1.75698
34 C 4.80254 2.97332 -1.69584
35 H -3.11004 2.79534 2.97147
36 H 5.13637 -0.97552 -3.17141
37 H -3.10676 -0.01042 0.17520
38 H 0.47070 4.37137 -5.80661
39 C -1.90783 5.41767 -3.07548
40 H 4.53733 0.58828 -0.54436
41 C 0.38251 4.15845 -4.74125
42 H 0.67282 -9.08999 -1.20332
43 H -0.90693 2.44102 -4.92766
44 C -1.35644 -5.20997 -0.00738
45 H -3.40362 1.38934 -0.74448
46 H -2.70052 4.54774 -1.22399
47 H -3.24669 6.44655 -4.56281
48 O 5.37248 1.72837 -2.01408
49 C -0.42909 -4.85488 -1.28045
50 H -2.78953 4.97451 8.84373
51 C -2.90935 1.06154 0.17004
52 H -1.97627 -6.06956 -0.26237
53 C 0.74803 1.12706 -0.68605
54 C -4.70127 4.51846 7.23351
55 H -0.79749 8.01139 -3.69851
56 H -0.81645 -4.33445 -3.30618
57 H 1.86329 -3.67624 4.10337
58 C 1.52701 -0.98171 5.54165
59 O -2.49796 0.41075 -4.34452
60 C 5.53143 0.85136 -0.90583
61 C -3.39042 -0.32775 -3.84210
62 O -3.50263 2.71211 5.14310
63 C 2.43444 -7.18630 -2.21622
64 C -2.72741 3.80351 5.64791
65 H 2.13594 5.98926 -5.38222
66 H 0.16856 -3.01607 -0.20318
67 H 7.04033 0.17468 -2.17879
68 H 0.81429 -6.38069 -3.88536
69 H 1.85424 7.22908 -4.14698
70 H -2.67284 -1.86245 2.63246
71 H -1.13969 -0.43808 4.77038
72 H -1.98442 -4.36686 0.28055
73 H -0.86546 4.42404 -1.46635
74 H 6.28694 -1.46789 0.16082
75 H 3.84454 2.83504 -1.19464
76 C -1.61434 -1.61186 2.56253
77 N 6.97904 -1.09288 -0.47199
78 H -1.63404 -0.52353 2.61955
79 H 1.47862 0.10693 5.56647
80 N 0.79244 -1.60029 3.15635
81 H -1.76759 -1.94604 5.29173
82 H 3.87562 -0.39142 4.30035
83 H 2.50930 1.20716 -1.95208
84 H 1.20729 6.07602 -1.80508
85 H -4.98611 4.87485 8.22343
86 H -1.25095 -1.75540 1.54496
87 H -1.64492 -6.53640 -4.17262
88 H -1.87809 -7.06701 -2.55517
89 C -1.25282 -5.06961 -2.63000
90 H -2.18686 4.55362 -5.10210
91 H -1.83577 -3.84705 3.50333
92 H -0.31801 -4.07477 4.44715
93 C 1.31390 5.30867 -2.57183
94 H -2.85449 3.54102 -3.98728
95 H -3.38357 1.46246 1.06585
96 C -0.54202 -2.14726 3.59143
97 O 1.21587 -1.79706 1.83040
98 H -1.14029 -2.75981 -1.17653
99 H -5.07514 -0.13929 -5.17174
100 C 0.59084 5.53494 -3.86725
101 H 2.31087 -1.24807 6.25068
102 H -0.78632 -8.27181 -1.01401
103 H 1.19959 1.16652 1.35607
104 N 1.43706 0.60600 0.55014
105 H 0.37040 -2.85118 -1.91438
106 H -3.56025 1.23657 3.74834
107 H 2.50095 -8.18402 -2.65010
108 H 4.52427 3.59623 -2.54593
109 H -0.03311 -1.12422 7.02181
110 H -1.99543 1.84785 3.90093
111 C -3.03232 2.18246 3.86949
112 C -3.21155 4.08075 7.07158
113 H 0.59101 -8.00082 0.11093
114 H -3.00679 3.16683 7.62917
115 H 1.08296 -6.01111 0.53723
116 H -3.64828 -1.66536 -2.13580
117 O 1.56901 -5.45705 -0.07789
118 H 3.24934 -2.97876 5.02479
119 H 2.39975 5.39155 -2.61828
120 H 1.10546 4.38084 -2.03913
121 H -0.47019 2.97475 -3.30089
122 C -0.76125 -3.66743 3.53847
123 H 0.61002 -2.55257 6.35413
124 H -3.46517 7.10390 -2.92061
125 H 2.84396 -6.42645 -2.88181
126 C -3.03304 -1.53779 -3.02648
127 H -1.72760 5.86853 -0.97778
128 C -0.81500 3.31176 -4.27846
129 C 6.33000 -0.31009 -1.50907
130 H 6.37781 -2.11026 -2.55862
131 C 2.58529 -2.86223 4.16831
132 H 0.76893 6.99609 -5.55701
133 H -4.02329 5.50405 -3.42523
134 C 5.63530 -1.36156 -2.28252
135 H -3.35069 -2.43641 -3.55533
136 C 1.91361 -1.51814 4.10334
137 H -5.33487 3.70539 6.87917
138 C 0.97558 -6.97507 -1.83579
139 C -0.85636 -1.48045 4.91628
140 C -0.80009 0.76213 -0.73210
141 H -1.60136 4.39726 8.17322
142 H 1.07906 -0.32279 0.72125
143 H 1.75963 -0.27891 -2.08888
144 H -0.74100 -0.31909 -0.60738
145 H 0.43717 -7.92704 -3.65484
146 N 0.82820 -5.60127 -1.26184
147 C 0.28797 -8.10732 -0.93067
148 H 3.13101 -3.13487 3.26502
149 H -0.77261 -5.45130 0.88088
150 C 1.37108 6.49908 -4.79642
151 C -3.20247 6.21754 -3.49806



Record 3
Entry from the Open Molecules 2025 dataset: an isolated molecule of C25H18Cl2N2O2 in a non-equilibrium geometry (ωB97M-V/def2-TZVPD).

Calculated values
largest force on an atom = 7.08 eV/Å
SMILES = Cc1cccc(C(=O)c2c(N)[nH]c(C(=O)c3ccccc3)c2-c2ccc(Cl)cc2Cl)c1
LUMO = -0.013 hartree
orbital gap = 7.8 eV
net charge = 0

Positions of all 49 atoms, in Å:
1 C -0.93126 4.80181 1.82375
2 C -1.81295 -0.02992 -0.05330
3 C 2.26883 -3.67993 0.78430
4 C 0.86276 3.03422 -0.91875
5 C 3.43781 -3.27331 1.61971
6 H -0.65951 5.24640 2.79971
7 H 1.89264 -5.76885 1.39466
8 C -1.44187 0.89602 2.59222
9 H -3.91883 -0.23344 0.48497
10 H -1.17080 -4.43727 -1.29170
11 C -1.51908 3.18327 -0.48567
12 H 0.88055 -1.55740 -4.29082
13 C -2.68107 0.52854 2.17580
14 C 0.45496 -0.59810 -1.82990
15 H 2.11730 -0.46933 -4.65984
16 H -2.01151 -0.35756 -1.02476
17 N 1.39541 1.24785 -2.61167
18 H 1.89447 -1.61623 0.02127
19 H 0.02660 -6.12947 0.14473
20 Cl 1.30685 1.09491 2.07677
21 C 1.58092 -2.70320 -0.01265
22 C -0.32034 0.75382 1.68371
23 O 1.69368 3.79235 -1.52597
24 H -1.85056 2.65012 -1.30242
25 C -2.53837 3.55167 0.49061
26 C -0.52103 0.41192 0.32612
27 C 0.35784 -2.97819 -0.70874
28 C -0.18012 3.64497 -0.21028
29 C 1.04748 -0.03096 -2.91545
30 C 0.91617 1.70772 -1.32218
31 C -2.18269 4.21197 1.62506
32 C -0.08330 -1.98388 -1.71073
33 N 1.29128 -0.63608 -4.16987
34 H 1.77308 1.83536 -3.35946
35 C -0.26315 -4.19231 -0.65513
36 H 1.07497 4.78743 0.90860
37 Cl -4.05173 0.63581 3.21473
38 H 4.42633 -3.54837 1.13928
39 H -1.25584 1.27438 3.56156
40 H 3.40909 -3.61031 2.63415
41 O -0.94546 -2.17735 -2.61883
42 C 0.36893 -5.13931 0.06056
43 H -2.89955 4.32509 2.43897
44 C -0.01104 4.54747 0.86218
45 H 3.33964 -2.12749 1.64485
46 C 0.34309 0.51585 -0.79002
47 H -3.54768 3.40331 0.27169
48 C -2.92181 0.12098 0.88595
49 C 1.55887 -4.92497 0.80223



DFT total energy: -7421.653559 -2512.423203 -2143.770740 (a.u.)